Entry 1:
Below is a molecular structure, C6H7FeLiO6, with properties calculated with the ωB97M-V functional and the def2-TZVPD basis.

Results
spin multiplicity	5
⟨S²⟩	6.09
HOMO (spin up / spin down)	-16.2 / -14.5	eV
total charge	+2
DFT total energy	-1954.54355	a.u.

Each line ends with the Löwdin charge.
Element x y z (Å)
Fe  -0.354  -3.547  -0.963  0.840
H  -3.516  -1.087  -0.686  0.150
H  -2.988  0.487  -2.450  0.162
O  0.445  -1.898  -0.543  0.007
O  2.325  3.336  -0.743  0.042
O  -1.155  0.190  -1.539  0.021
O  2.938  1.643  0.554  0.015
C  2.189  2.217  -0.244  -0.697
O  -1.717  -2.052  -0.817  -0.102
C  -2.847  -1.443  -1.479  -0.061
O  0.871  1.667  -0.433  0.162
C  0.270  0.951  0.513  0.003
C  -2.250  -0.309  -2.295  -0.085
Li  4.177  3.209  0.105  0.888
H  -3.337  -2.205  -2.090  0.159
H  -1.862  -0.692  -3.249  0.167
H  -1.618  -0.370  0.870  0.213
C  -0.845  0.040  0.186  0.044
C  -0.615  -1.207  -0.645  -0.485
H  -0.636  0.559  1.535  0.352
H  0.535  1.526  1.419  0.203

---

Entry 2:
Below is 2 unconnected molecules or ions with the total composition C3H11NO3, with properties calculated with the ωB97M-V functional and the def2-TZVPD basis.

Results
structure (SMILES)	NC(CO)CO.O
HOMO	-9.0	eV
DFT total energy	-401.28006	a.u.

Each line ends with the Löwdin charge.
Element x y z (Å)
H  -1.969  2.057  -0.996  0.081
H  -0.263  0.031  -2.107  0.070
H  -0.484  1.670  0.891  0.087
C  0.842  -0.382  -0.376  -0.353
H  0.542  -1.364  1.760  0.169
H  1.600  1.555  -0.427  0.111
H  2.174  0.521  1.018  0.132
H  -1.436  -1.821  0.628  0.077
H  1.905  -0.770  -0.949  0.188
H  -2.189  1.145  0.129  0.008
C  1.380  0.794  0.295  -0.328
H  1.083  -2.438  0.303  0.093
H  -1.154  -0.528  -0.897  0.076
N  -0.324  0.038  -1.124  0.038
C  0.418  -1.639  0.588  -0.212
O  -0.746  -2.221  0.118  -0.073
O  -1.851  1.992  -0.028  -0.039
O  0.473  1.356  1.175  -0.126

---

Entry 3:
Below is a molecular structure, C4H4InO5, with properties calculated with the ωB97M-V functional and the def2-TZVPD basis.

Results
HOMO (spin up / spin down)	-13.9 / -13.9	eV
total charge	+1
DFT total energy	-720.76516	a.u.

Each line ends with the Löwdin charge.
Element x y z (Å)
O  -0.675  0.509  -1.382  0.030
O  -1.462  -0.073  3.365  0.242
H  1.180  -0.429  -1.345  0.133
O  1.033  -0.232  1.270  -0.329
O  -2.489  -0.597  -1.934  0.161
H  1.143  1.284  -1.773  0.152
C  0.723  0.539  -1.083  -0.157
In  0.036  -1.729  0.940  1.305
C  -1.383  -0.654  -1.407  -0.678
C  1.093  0.914  0.349  -0.173
C  -1.073  -0.971  2.775  0.101
H  2.116  1.326  0.217  0.138
O  -0.880  -1.679  -0.835  -0.072
H  0.638  1.792  0.843  0.147

---

Entry 4:
Below is 2 unconnected molecules or ions with the total composition C4H9N, with properties calculated with the ωB97M-V functional and the def2-TZVPD basis.

Results
structure (SMILES)	C=CC.C=N
HOMO	-9.5	eV
DFT total energy	-212.47647	a.u.

Each line ends with the Löwdin charge.
Element x y z (Å)
H  2.496  2.287  0.878  0.056
H  -1.440  -1.593  -2.385  0.051
H  -1.667  0.208  -2.180  0.052
N  2.750  0.283  1.124  0.011
C  -1.814  -1.071  -0.419  -0.250
C  2.888  1.356  0.461  -0.150
H  -1.306  -0.637  1.543  0.070
C  -1.733  -0.769  -1.719  -0.021
H  -1.560  -2.102  -0.177  0.088
H  -1.065  0.724  0.702  0.070
H  3.564  1.475  -0.376  0.053
H  -2.716  0.368  1.067  0.072
H  3.396  -0.425  0.774  0.033
C  -1.793  -0.104  0.705  -0.136

---

Entry 5:
Below is a single C3H4FN molecule, with properties calculated with the ωB97M-V functional and the def2-TZVPD basis.

Results
structure (SMILES)	C=NC(=C)F
HOMO	-9.6	eV
DFT total energy	-271.28505	a.u.

Each line ends with the Löwdin charge.
Element x y z (Å)
H  -2.594  0.328  0.000  0.065
F  -0.723  -1.424  0.000  0.029
N  0.744  0.393  0.000  0.036
C  1.747  -0.375  0.000  -0.002
H  -1.464  1.795  0.000  0.065
H  2.725  0.083  0.000  0.069
C  -1.598  0.731  0.000  0.103
C  -0.536  -0.067  0.000  -0.447
H  1.700  -1.465  -0.001  0.083

---

Entry 6:
Below is a single C2H6O molecule, with properties calculated with the ωB97M-V functional and the def2-TZVPD basis.

Results
structure (SMILES)	COC
HOMO	-9.8	eV
DFT total energy	-154.97836	a.u.

Each line ends with the Löwdin charge.
Element x y z (Å)
H  -0.310  1.791  -1.071  0.116
C  0.222  -0.929  0.714  -0.141
H  -0.069  -0.228  -1.675  0.125
H  0.905  -1.651  0.117  0.112
H  -1.487  0.473  -0.705  0.065
O  0.278  0.410  0.255  -0.304
H  -0.778  -1.231  0.939  0.067
C  -0.429  0.648  -0.938  -0.143
H  0.759  -0.746  1.699  0.103